C8H8N2O3S in the gas phase in a non-equilibrium geometry, computed with wB97M-V/def2-TZVPD.

Output
**Total charge**: 0
**Electronic energy**: -1042.8087 Eh
**Relative energy (zero: lowest compared OMol25 entry of this formula, charge and spin)**: 155.5 kcal/mol
**Max |F|**: 4.01 eV Å⁻¹

XYZ file:
```
22
Properties=species:S:1:pos:R:3:forces:R:3:nbo_charge:R:1
S -2.6566 -0.1722 1.4292 0.17 -0.37 0.16 0.092
O -0.2840 -3.0417 -0.0805 1.13 -0.42 1.95 -0.329
O -0.8382 -1.4076 -1.4518 0.54 2.91 0.43 -0.490
O 1.4697 -2.1249 0.8365 0.89 -0.23 1.33 -0.347
N 4.3077 1.0399 -0.1291 0.43 0.18 -0.20 -0.270
N 0.4618 -2.1188 0.2048 -1.12 -0.27 -2.57 0.489
C 0.9512 0.1552 -0.7703 -0.01 0.58 0.15 -0.270
C 0.1397 -0.8989 -0.6269 -0.30 -1.42 -2.05 0.397
C 1.8436 0.7442 0.2933 -3.88 -0.93 0.41 -0.153
C -0.9329 0.1154 1.4279 0.65 1.42 1.97 -0.351
C 1.2572 1.2606 1.4120 -1.42 0.37 -1.22 -0.107
C 3.1764 0.9413 0.0311 1.96 0.10 -0.23 0.248
C -1.6729 -0.4190 -2.1129 2.66 1.80 1.17 -0.247
C -0.2271 1.2873 1.6074 0.20 -0.56 0.19 -0.279
H 0.7427 0.8896 -1.5769 0.16 -0.84 0.27 0.244
H 1.8653 1.9683 1.9232 0.34 0.25 0.90 0.225
H -1.0907 -0.0331 -2.9991 -0.82 0.00 0.89 0.184
H -1.9786 0.4182 -1.3568 0.48 -1.49 -1.59 0.185
H -2.4433 -1.0283 -2.4223 -2.10 -0.70 -0.80 0.206
H -0.6847 2.2950 1.8695 0.45 -1.50 -0.62 0.235
H -3.0015 0.9381 0.8145 -0.25 0.68 -0.18 0.116
H -0.4049 -0.8084 1.6771 -0.16 0.46 -0.38 0.223
```
Forces are in eV/Å.



A 3-piece molecular cluster, C15H21F16NO4P overall in a non-equilibrium geometry, computed with wB97M-V/def2-TZVPD.

Output
**Total charge**: -1
**Electronic energy**: -2878.9520 Eh
**Max |F|**: 5.50 eV Å⁻¹

XYZ file:
```
58
Properties=species:S:1:pos:R:3:forces:R:3:nbo_charge:R:1
P -0.9298 1.6363 -1.6298 -2.64 1.35 0.81 1.216
F 5.7261 5.2429 0.1106 0.51 0.91 -0.11 -0.314
F -4.5030 -5.7549 0.4071 -0.96 -0.17 0.38 -0.316
F -0.7113 -7.5656 1.3576 0.01 0.20 0.20 -0.331
F -0.6842 -5.0491 2.4635 -0.30 -0.33 -0.52 -0.320
F -2.7759 -7.3321 0.7292 0.43 -0.03 0.14 -0.325
F -6.1638 -4.7590 1.3813 0.01 -0.68 0.28 -0.321
F -4.5063 -7.6941 2.5262 -0.34 0.47 -0.01 -0.317
F 1.6206 4.0778 -0.4781 0.47 0.47 0.77 -0.303
F 2.2401 6.2600 1.1044 0.21 -0.33 -0.15 -0.315
F 6.0114 7.5292 -1.4925 0.14 -0.21 0.46 -0.324
F -6.3870 -7.5638 1.4350 0.10 0.45 -0.07 -0.326
F 3.6355 4.7770 -0.8826 -0.26 -0.06 0.12 -0.329
F 6.8956 6.7922 1.0755 -0.33 0.33 -0.44 -0.325
F 1.9655 4.4161 2.2281 0.46 -0.18 -0.40 -0.322
F 3.9439 7.2786 -0.8541 0.56 0.11 0.43 -0.310
F -2.2073 -6.3379 3.3337 0.05 -0.16 -0.34 -0.321
O -0.5993 1.5344 -3.3694 3.39 -0.29 -0.70 -0.837
O 4.8159 6.4747 1.7873 0.47 -0.22 -1.93 -0.509
O -4.2199 -4.8137 2.4544 -0.68 -1.71 -1.09 -0.508
O 0.5458 0.8400 -1.1613 1.09 1.93 -2.03 -0.826
N -1.0013 -1.4639 0.1509 -2.19 1.34 -4.87 -0.725
C 2.8607 4.2064 0.0685 -1.07 -0.72 -0.92 0.512
C -1.8744 -5.6739 2.1939 -0.24 0.44 0.82 0.594
C 0.7921 1.1012 -3.5844 0.27 -0.11 3.02 -0.102
C 5.6471 6.4922 0.6289 -0.22 -1.24 1.77 0.846
C -1.3708 -2.5943 -2.1873 -1.10 0.87 -0.05 -0.691
C 5.1989 7.5361 -0.4024 -0.60 0.45 -0.65 0.503
C 1.5043 1.4368 -2.1131 1.53 -2.15 -0.24 -0.126
C -5.0924 -5.5636 1.6119 1.23 2.01 -0.14 0.845
C 4.1503 5.2362 2.0462 0.24 -0.05 1.16 -0.143
C -1.4296 -1.2832 -1.1498 0.49 -0.90 2.26 0.350
C -2.0467 0.0966 -1.7834 -0.69 -2.90 -0.58 -0.810
C 2.8009 5.0432 1.3401 -0.28 0.75 0.37 0.594
C -5.5563 -6.8740 2.2612 -0.01 -0.73 0.38 0.502
C -1.6552 -6.6390 1.0358 0.60 -0.64 -0.45 0.514
C -2.9128 -4.5752 1.9268 0.12 1.22 0.16 -0.152
H -1.3299 -3.6202 -1.6224 0.31 2.04 -0.99 0.198
H -1.1553 -0.5402 0.6330 0.25 -0.88 -0.66 0.345
H 0.7742 -0.0855 -3.5370 0.41 2.29 -0.86 0.162
H -0.2974 2.9207 -1.4238 0.29 -0.27 -0.49 -0.153
H 4.8180 4.3749 1.9254 -0.26 0.20 -0.27 0.211
H -3.0709 0.3372 -1.2653 2.02 -0.44 -0.71 0.222
H -1.4384 1.7161 -0.2563 0.40 -0.02 0.12 -0.201
H -2.1164 2.3536 -2.0950 -0.03 -0.03 0.25 -0.179
H -2.2890 -0.0699 -2.9324 0.51 0.06 2.38 0.218
H 1.4530 1.6180 -4.3999 -1.78 -1.06 0.99 0.170
H 1.9054 2.5256 -1.9311 -1.62 -1.91 -0.42 0.178
H 3.9367 5.2650 3.1221 -0.14 0.17 -0.30 0.226
H -1.3098 -6.1155 0.1402 -0.06 0.18 0.11 0.153
H 3.2366 3.1998 0.2706 0.05 0.02 0.16 0.152
H 5.2048 8.5416 0.0272 0.10 -0.15 0.17 0.152
H -6.0827 -6.6832 3.2005 0.05 0.21 -0.11 0.152
H -2.4047 -2.5816 -2.7844 2.20 0.01 1.27 0.209
H -2.9414 -4.2668 0.8750 0.09 -0.27 0.23 0.229
H -2.5652 -3.6824 2.4618 -0.02 -0.33 -0.01 0.245
H -0.5368 -2.4710 -3.0135 -1.52 -0.29 1.90 0.227
H 2.4819 0.7935 -1.9647 -1.71 0.96 -0.59 0.158
```
Forces are in eV/Å.



C30H48BrN3NiP2Se as an isolated structure in a non-equilibrium geometry, computed with wB97M-V/def2-TZVPD.

Output
**Total charge**: +2
**Electronic energy**: -8502.1066 Eh
**Relative energy (zero: lowest compared OMol25 entry of this formula, charge and spin)**: 35.2 kcal/mol
**Multiplicity**: 3
**Max |F|**: 3.71 eV Å⁻¹

XYZ file:
```
86
Properties=species:S:1:pos:R:3:forces:R:3:lowdin_charge:R:1
Br 1.2926 3.0666 -3.4027 -1.37 0.40 0.42 0.881
Se 1.4636 -0.5625 1.4910 0.38 -0.47 0.31 0.851
Ni 0.7068 0.0036 -0.6867 0.46 2.05 0.78 0.132
P -0.1627 -1.8700 -0.9548 -1.35 -3.31 -0.99 0.839
P 2.6905 0.4563 -1.6707 1.04 -0.81 -0.24 0.897
N 0.3993 1.2454 3.3691 -0.70 -0.92 0.03 -0.126
N -0.3574 -0.7398 3.8331 0.46 0.91 -0.81 -0.097
N -5.2251 -1.3684 3.3558 0.17 0.14 -0.16 0.063
C -3.7386 1.8274 0.9976 -0.46 1.07 -1.52 -0.036
C 0.3747 -0.0329 2.9072 -0.48 0.58 1.96 -0.572
C -4.0880 0.7449 3.2028 0.01 -0.49 -0.48 -0.024
C 1.2411 2.2779 2.8205 0.31 0.69 -0.12 -0.035
C 3.6099 0.4970 -4.4370 0.31 -0.05 -0.47 -0.134
C -0.3930 1.3631 4.4994 0.24 -0.17 -0.17 -0.006
C -1.0732 -1.6753 -3.6469 0.02 -0.02 -0.21 -0.124
C 5.5310 -0.0238 -1.6049 0.30 0.04 -0.08 -0.123
C -2.6774 1.9290 -2.5103 -0.05 -0.22 0.55 -0.008
C -0.3794 2.6357 -2.4490 0.54 0.31 -0.70 -0.586
C 4.1511 -0.6155 -1.2978 -0.58 -0.38 0.31 -0.366
C -2.1952 -2.2129 0.9814 -0.16 -0.03 0.36 -0.138
C -4.3930 0.8454 1.8225 -1.05 -0.85 0.93 -0.225
C 3.1418 2.0440 -0.8423 -0.03 0.41 -0.19 -0.418
C -5.2329 -0.1492 1.2717 0.32 -0.37 0.65 -0.012
C -1.4227 1.9835 -3.1235 0.37 0.47 0.50 -0.120
C -1.9503 -1.9523 -0.4986 0.12 0.32 -0.24 -0.344
C 2.4685 0.1834 -3.4827 -0.89 0.35 -0.14 -0.453
C 0.5298 -3.3925 -0.1498 -0.05 0.36 0.25 -0.393
C -0.1341 -2.4284 -2.7088 0.17 0.04 0.18 -0.376
C -0.5732 3.2850 -1.2268 -0.46 -0.30 -0.05 -0.133
C -1.8397 3.2435 -0.6535 0.25 -0.57 -0.23 -0.027
C 4.1953 2.9962 -1.4103 0.29 0.45 0.04 -0.136
C -4.4944 -0.3876 3.9101 -0.45 -0.04 -0.56 -0.143
C -3.9536 2.0029 -0.3455 -0.54 -0.03 1.18 -0.024
C -0.4506 -2.1822 3.9359 -0.26 -0.75 -0.05 -0.008
C 1.9952 -3.6833 -0.4654 0.22 -0.19 0.05 -0.133
C -2.8695 2.4423 -1.2038 1.21 1.02 -0.57 -0.211
C -5.6038 -1.2414 2.0751 0.16 0.70 0.06 -0.135
C -0.8697 0.1274 4.7897 0.50 -0.06 -0.48 -0.012
H -0.8682 -2.0004 -4.6748 -0.19 0.14 0.20 0.092
H -3.0324 2.4854 1.5117 0.43 -0.71 -0.28 0.110
H 6.2929 -0.8158 -1.5876 -0.29 0.16 0.06 0.092
H -0.1224 -4.2187 -0.4806 0.15 0.32 0.03 0.107
H 1.4562 2.9940 3.6195 -0.07 -0.05 -0.28 0.113
H 2.2421 -3.5566 -1.5277 -0.07 -0.06 0.23 0.067
H -5.5319 -0.1309 0.2229 0.13 0.00 0.31 0.111
H 4.2797 -0.3683 -4.5175 0.04 0.34 0.11 0.086
H 4.0471 -0.8512 -0.2254 0.27 -0.06 -0.27 0.058
H -0.5099 2.3090 5.0038 -0.04 -0.10 -0.01 0.142
H -1.4906 -2.5033 3.8035 0.23 0.08 0.02 0.101
H 1.5515 0.7357 -3.7800 0.68 -0.68 0.21 -0.018
H 0.9108 -2.3261 -3.0399 -0.34 -0.15 0.04 0.056
H -1.9613 -1.3255 1.5854 -0.06 -0.15 -0.12 0.061
H -2.1257 -1.8904 -3.4229 0.25 0.09 -0.07 0.079
H 4.3350 3.8253 -0.6999 -0.11 -0.23 -0.15 0.091
H -1.6055 -3.0532 1.3693 -0.24 0.18 -0.19 0.060
H 5.5811 0.4396 -2.6012 -0.03 -0.14 0.40 0.065
H -3.2524 -2.4504 1.1449 0.22 0.10 0.01 0.078
H 5.8231 0.7180 -0.8517 -0.07 -0.22 -0.23 0.073
H 3.8842 3.4629 -2.3532 0.14 -0.31 0.19 0.039
H 2.6665 -3.0520 0.1343 -0.19 -0.09 -0.22 0.049
H -6.2191 -2.0487 1.6579 0.24 0.33 0.24 0.119
H 5.1827 2.5332 -1.5198 -0.43 0.13 -0.15 0.058
H 0.4077 -3.2886 0.9375 0.03 -0.07 -0.38 0.035
H 3.4549 1.7277 0.1669 -0.11 -0.23 -0.28 0.076
H -2.3881 -0.9841 -0.7906 -0.08 -0.32 0.01 0.078
H 3.2187 0.6706 -5.4486 0.03 -0.04 0.27 0.090
H -1.4957 -0.2271 5.5957 0.12 0.06 -0.12 0.143
H 4.0029 -1.5627 -1.8449 -0.01 0.33 0.19 0.085
H 0.1750 -2.6506 3.1665 -0.16 0.23 0.24 0.071
H 2.1777 1.8317 2.4691 -0.25 0.15 0.18 0.053
H 4.1884 1.3844 -4.1610 -0.12 -0.16 -0.01 0.069
H -2.0364 3.8008 0.2561 0.14 -0.16 0.00 0.119
H -4.2356 -0.5242 4.9660 -0.12 0.10 -0.36 0.108
H -4.9063 1.7461 -0.8202 0.50 -0.65 0.14 0.129
H -3.4848 1.4932 3.7106 -0.07 0.00 -0.21 0.101
H 2.1982 2.5851 -0.7000 0.16 -0.03 -0.03 0.022
H 0.2537 3.7826 -0.7333 -0.18 0.32 -0.20 0.097
H -3.5065 1.4439 -3.0309 0.27 -0.03 0.25 0.130
H -1.2284 1.5323 -4.0927 -0.24 0.28 0.06 0.107
H -0.1048 -2.5082 4.9263 -0.03 0.18 -0.32 0.118
H 2.2122 -0.8894 -3.5594 0.19 0.36 0.26 0.065
H -2.4043 -2.7322 -1.1312 0.17 0.19 0.19 0.104
H -0.3641 -3.5050 -2.6829 0.04 0.28 -0.13 0.103
H -0.9265 -0.5867 -3.6020 0.01 -0.33 0.04 0.036
H 2.2129 -4.7272 -0.1980 0.01 0.32 -0.12 0.093
H 0.7524 2.7761 1.9763 0.06 -0.01 0.17 0.094
```
Forces are in eV/Å.



C15H27N3O2 in the gas phase in a non-equilibrium geometry, computed with wB97M-V/def2-TZVPD.

Output
**Total charge**: 0
**Electronic energy**: -902.4423 Eh
**Relative energy (zero: lowest compared OMol25 entry of this formula, charge and spin)**: 74.1 kcal/mol
**SMILES**: CC(C)CCN1CCN(Cc2ccon2)C[C@@H]1CCO
**Max |F|**: 1.23 eV Å⁻¹

XYZ file:
```
47
Properties=species:S:1:pos:R:3:forces:R:3:nbo_charge:R:1
O 0.0102 -1.4463 -2.8688 0.38 0.18 -0.30 -0.747
O -1.8872 -4.4965 3.6713 -0.49 -0.20 0.52 -0.266
N 0.2938 0.0975 -0.5536 -0.10 0.04 -0.09 -0.492
N -1.0014 -4.1260 2.7194 0.73 0.19 -0.98 -0.129
N 0.3488 -0.9747 2.1935 0.05 -0.09 0.05 -0.450
C -0.7410 4.0607 -2.3221 0.23 -0.02 0.22 -0.607
C 0.7801 2.0766 -1.9174 -0.10 0.33 0.42 -0.400
C -0.8644 -2.6986 4.4378 -0.42 -0.46 0.05 -0.359
C -1.0813 -2.0021 -2.1840 -0.20 -0.21 0.24 -0.051
C 0.6790 -2.3797 2.3558 0.09 -0.08 -0.18 -0.243
C -0.8369 -0.6814 -0.0418 -0.21 -0.42 0.33 -0.053
C -0.8968 -0.6898 1.5038 -0.19 0.23 -0.22 -0.236
C 1.6086 4.0749 -3.1747 -0.08 0.00 0.30 -0.597
C 0.0726 1.5321 -0.6725 0.16 0.16 -0.27 -0.210
C 0.6895 3.6003 -2.0504 0.04 -0.12 -0.26 -0.213
C -1.8076 -3.6433 4.6971 0.59 0.64 -0.08 0.131
C 1.5353 -0.2468 0.1281 0.11 -0.04 0.27 -0.241
C -0.8470 -2.0827 -0.6728 -0.11 0.35 -0.30 -0.443
C 1.4195 -0.1557 1.6564 0.02 0.08 -0.19 -0.233
C -0.3783 -3.0622 3.1526 -0.34 -0.31 0.38 0.133
H 1.6182 -2.4246 2.9190 -0.04 -0.05 -0.11 0.213
H -1.2268 -3.0053 -2.5953 -0.09 0.08 0.06 0.178
H -1.9940 -1.4156 -2.3817 -0.01 -0.12 0.05 0.143
H 2.3627 -0.4470 2.1223 0.02 0.05 0.02 0.204
H -0.5540 -1.8714 5.0382 0.03 0.19 0.18 0.243
H 1.8123 -1.2648 -0.1585 0.10 0.03 -0.01 0.201
H 2.6396 3.7895 -2.9780 0.13 -0.02 -0.03 0.206
H 2.3228 0.4219 -0.2225 0.05 -0.06 -0.04 0.208
H 0.4220 2.0829 0.2132 -0.08 0.03 0.00 0.171
H 0.3099 -0.6887 -2.3340 -0.03 -0.11 0.06 0.490
H -1.2056 0.3105 1.8331 -0.09 -0.04 -0.03 0.194
H -1.6395 -2.6745 -0.2134 -0.01 -0.08 0.07 0.220
H 0.8131 -2.9379 1.4191 0.07 0.00 0.09 0.193
H 1.3053 3.6325 -4.1210 -0.02 -0.05 -0.16 0.203
H -1.3981 3.8219 -1.4900 -0.16 0.00 0.05 0.203
H -1.0002 1.7090 -0.7671 0.02 0.00 0.08 0.200
H -1.7536 -0.1846 -0.3850 0.10 -0.03 0.02 0.202
H -0.7676 5.1377 -2.4726 -0.07 0.11 -0.02 0.210
H 0.0981 -2.5980 -0.5098 0.03 -0.10 0.06 0.203
H -2.4602 -3.8189 5.5288 -0.13 -0.09 0.10 0.211
H -1.6550 -1.4012 1.8341 -0.08 0.08 0.01 0.213
H 1.0293 4.0524 -1.1107 0.01 -0.02 -0.01 0.189
H -1.1276 3.5803 -3.2183 -0.08 -0.06 -0.13 0.204
H 1.2040 0.8791 1.9462 0.11 0.00 -0.02 0.192
H 1.5663 5.1573 -3.2723 0.03 0.12 -0.07 0.206
H 0.3492 1.6088 -2.8047 -0.01 -0.07 -0.08 0.206
H 1.8337 1.7924 -1.8770 0.06 -0.07 -0.04 0.199
```
Forces are in eV/Å.



C2H4N4 in the gas phase, computed with wB97M-V/def2-TZVPD.

Output
**Total charge**: 0
**Electronic energy**: -297.5952 Eh
**Relative energy (zero: lowest compared OMol25 entry of this formula, charge and spin)**: 30.8 kcal/mol
**SMILES**: Cn1ncnn1
**Max |F|**: 0.27 eV Å⁻¹

XYZ file:
```
10
Properties=species:S:1:pos:R:3:forces:R:3:nbo_charge:R:1
N -1.5535 -1.0580 0.7252 0.10 -0.03 -0.10 -0.269
N 0.0819 0.1091 0.1258 -0.05 0.03 0.04 0.002
N -0.8601 0.0014 1.0383 0.10 -0.08 -0.19 -0.043
N 0.0482 -0.8335 -0.7995 -0.20 0.02 0.18 -0.261
C -0.9873 -1.5516 -0.3952 -0.03 -0.05 -0.05 0.093
C 0.9889 1.2387 0.0683 0.07 0.04 -0.01 -0.415
H -1.3394 -2.4310 -0.9157 0.07 0.14 0.13 0.210
H 1.8974 0.9100 -0.4373 -0.13 0.08 0.11 0.232
H 0.5183 2.0476 -0.4961 0.13 -0.07 0.09 0.219
H 1.2055 1.5672 1.0863 -0.06 -0.07 -0.19 0.232
```
Forces are in eV/Å.